Record 1
{"formula": "C44H37CdF3N4O3SSb", "method": "ωB97M-V with the def2-TZVPD basis set", "elements": ["Cd", "O", "C", "C", "C", "C", "C", "C", "C", "N", "N", "C", "O", "C", "C", "C", "C", "C", "C", "H", "H", "H", "H", "H", "H", "H", "H", "H", "H", "C", "C", "N", "C", "C", "C", "S", "N", "C", "O", "C", "C", "C", "C", "C", "C", "H", "H", "H", "H", "H", "H", "H", "H", "H", "H", "H", "H", "H", "H", "H", "F", "C", "C", "C", "C", "C", "C", "Sb", "C", "C", "C", "C", "F", "C", "C", "C", "C", "C", "C", "F", "C", "C", "H", "H", "H", "H", "H", "H", "H", "H", "H", "H", "H", "H"], "positions_angstrom": [[-1.0695, 1.7961, -0.7474], [-3.0899, 1.9094, -0.0144], [-3.9269, 0.9405, 0.0865], [-5.0470, 1.0866, 0.9527], [-6.0115, 0.1234, 1.0863], [-5.9372, -1.0627, 0.3538], [-4.8653, -1.2562, -0.4824], [-3.8499, -0.2999, -0.6345], [-2.7922, -0.6223, -1.5359], [-1.7936, 0.1404, -1.8099], [-0.8701, -0.3365, -2.7038], [0.0028, 0.5860, -3.0786], [0.0609, 1.7743, -2.6543], [0.9644, 0.1216, -4.1080], [0.8469, -1.1417, -4.6822], [1.7613, -1.5670, -5.6273], [2.8086, -0.7368, -6.0000], [2.9308, 0.5187, -5.4263], [2.0075, 0.9542, -4.4970], [-5.1127, 2.0108, 1.5111], [-6.8413, 0.2762, 1.7653], [-6.6986, -1.8241, 0.4520], [-4.7959, -2.1639, -1.0732], [-2.8572, -1.5921, -2.0435], [0.0350, -1.7810, -4.3718], [1.6639, -2.5508, -6.0697], [3.5236, -1.0615, -6.7450], [3.7584, 1.1581, -5.6962], [2.0859, 1.9302, -4.0435], [-3.2756, 3.3452, 3.9999], [-2.2406, 4.4197, 3.6757], [-1.8823, 4.5392, 2.2782], [-2.5051, 5.5848, 1.5015], [-3.9084, 5.1930, 1.0425], [-1.0398, 3.6392, 1.7307], [-0.3188, 3.9816, 0.2120], [-0.6646, 2.6635, 2.5416], [-0.2105, 1.4592, 2.2694], [-0.2019, 0.8756, 1.1552], [0.2659, 0.7297, 3.4834], [0.5972, -0.6193, 3.4166], [1.0602, -1.2807, 4.5392], [1.1867, -0.6039, 5.7403], [0.8290, 0.7328, 5.8221], [0.3724, 1.3950, 4.7009], [-3.3433, 3.2274, 5.0798], [-2.9728, 2.3990, 3.5630], [-4.2585, 3.6099, 3.6207], [-1.3230, 4.1909, 4.2232], [-2.6054, 5.3963, 4.0031], [-1.8765, 5.7677, 0.6278], [-2.5355, 6.4971, 2.1090], [-3.8621, 4.2328, 0.5305], [-4.2923, 5.9438, 0.3558], [-4.5900, 5.1136, 1.8872], [0.4818, -1.1469, 2.4792], [1.3255, -2.3268, 4.4773], [1.5620, -1.1150, 6.6145], [0.9071, 1.2594, 6.7619], [0.0902, 2.4340, 4.7437], [4.6099, -4.9104, 3.0248], [3.8074, -4.1132, 2.2698], [4.3218, -2.9430, 1.7490], [3.4975, -2.1420, 0.9741], [2.1862, -2.5056, 0.7154], [1.7005, -3.6770, 1.2757], [2.4974, -4.4935, 2.0545], [0.7368, -1.4045, -0.5272], [2.3308, -0.1064, -1.2006], [3.2689, -0.4935, -2.1443], [4.3364, 0.3265, -2.4672], [4.4298, 1.5616, -1.8585], [5.4825, 2.3664, -2.1663], [3.4887, 1.9957, -0.9443], [2.4500, 1.1420, -0.6105], [0.8285, -3.1124, -1.9290], [-0.4105, -3.6881, -2.1793], [-0.5449, -4.8166, -2.9687], [0.5968, -5.3795, -3.5033], [0.4930, -6.5002, -4.2641], [1.8494, -4.8524, -3.2601], [1.9530, -3.7233, -2.4636], [5.3446, -2.6694, 1.9579], [3.8961, -1.2248, 0.5634], [0.6720, -3.9550, 1.0890], [2.1167, -5.4014, 2.4958], [3.1609, -1.4354, -2.6565], [5.0805, 0.0191, -3.1874], [3.5704, 2.9783, -0.5054], [1.7299, 1.4685, 0.1255], [-1.2884, -3.2460, -1.7286], [-1.5097, -5.2574, -3.1701], [2.7204, -5.3370, -3.6767], [2.9362, -3.3395, -2.2361]], "forces_ev_per_a": [[0.497, 1.471, 0.778], [-0.607, 0.072, 0.320], [-0.303, -0.122, 0.002], [0.001, 0.107, 0.072], [0.021, -0.015, -0.008], [-0.096, -0.331, -0.021], [0.000, 0.088, -0.040], [-0.275, 0.322, 0.445], [0.529, 0.028, -0.522], [-0.747, -1.061, -0.498], [0.028, -0.628, -0.470], [-0.585, -0.125, -0.112], [0.419, 0.212, -0.294], [0.206, 0.041, -0.354], [-0.069, 0.004, 0.032], [0.098, -0.086, -0.061], [0.079, -0.019, -0.070], [0.061, 0.062, -0.173], [-0.306, -0.008, 0.013], [0.043, 0.074, 0.031], [-0.030, 0.070, 0.026], [-0.043, -0.008, -0.001], [0.020, -0.051, 0.045], [0.073, 0.156, -0.056], [-0.052, -0.023, 0.013], [-0.016, -0.009, 0.005], [0.047, -0.044, 0.000], [0.076, 0.086, -0.078], [0.014, 0.086, 0.096], [0.110, 0.144, -0.100], [-0.111, -0.203, 0.465], [0.133, -0.281, -0.142], [-0.209, 0.319, -0.349], [0.236, 0.046, 0.045], [0.327, 0.352, 0.235], [0.331, 0.169, -0.582], [-0.372, 0.167, 0.490], [-0.130, 0.164, -0.421], [0.142, -0.110, 0.624], [0.155, -0.273, 0.084], [-0.080, 0.130, -0.231], [0.055, -0.140, 0.057], [0.017, -0.026, 0.069], [0.056, -0.022, 0.088], [0.009, -0.004, -0.095], [-0.045, -0.036, 0.114], [-0.006, -0.110, -0.016], [-0.126, 0.000, -0.067], [-0.087, 0.088, 0.004], [0.050, 0.006, -0.041], [-0.129, 0.069, 0.213], [0.056, -0.085, -0.050], [-0.035, -0.077, -0.040], [-0.102, 0.091, -0.062], [-0.109, -0.022, 0.048], [0.028, 0.038, 0.003], [0.027, -0.075, -0.046], [0.015, -0.083, 0.092], [0.034, 0.047, 0.096], [-0.005, 0.086, 0.026], [-0.085, 0.083, -0.060], [0.021, 0.077, 0.001], [0.085, -0.239, 0.203], [0.014, 0.111, -0.066], [-0.485, 0.397, -0.233], [-0.028, 0.005, 0.012], [0.151, -0.184, 0.193], [0.894, -1.031, -0.168], [-0.420, -0.372, 0.003], [0.121, -0.010, 0.116], [0.257, 0.059, 0.063], [-0.044, -0.053, 0.102], [-0.183, -0.075, 0.016], [0.301, 0.083, -0.139], [0.020, 0.120, 0.100], [-0.056, 0.644, 0.440], [0.019, 0.122, 0.055], [0.003, -0.258, -0.185], [0.018, 0.062, 0.073], [-0.022, 0.131, 0.033], [-0.039, -0.195, -0.117], [0.062, 0.013, 0.089], [0.119, 0.014, 0.012], [0.051, 0.080, -0.034], [-0.140, -0.174, 0.041], [0.008, -0.140, 0.041], [0.068, -0.066, -0.113], [0.037, 0.027, -0.076], [0.019, 0.084, 0.059], [-0.045, 0.072, 0.028], [-0.156, 0.024, -0.095], [-0.073, -0.072, -0.005], [0.069, -0.025, -0.030], [0.123, -0.033, 0.012]], "total_charge": -1, "de_lowest_kj_mol": 51.4}

=====

Record 2
{"formula": "C44H38AgO3S2", "method": "ωB97M-V with the def2-TZVPD basis set", "elements": ["Ag", "C", "C", "C", "C", "C", "C", "C", "S", "O", "C", "C", "C", "C", "C", "C", "C", "C", "C", "C", "C", "C", "C", "C", "C", "C", "C", "C", "C", "C", "S", "O", "C", "C", "C", "C", "C", "C", "C", "H", "H", "H", "H", "H", "H", "H", "H", "H", "H", "H", "H", "H", "H", "H", "H", "H", "H", "H", "H", "H", "H", "H", "H", "H", "H", "C", "C", "C", "C", "C", "C", "C", "O", "C", "C", "C", "H", "H", "H", "H", "H", "H", "H", "H", "H", "H", "H", "H"], "positions_angstrom": [[-0.0954, -0.8162, 0.6360], [-6.6336, 4.1414, 3.2692], [-5.4220, 3.4160, 2.7719], [-4.1526, 3.6900, 3.2737], [-3.0359, 3.0330, 2.7880], [-3.1844, 2.0992, 1.7828], [-4.4407, 1.7844, 1.2900], [-5.5514, 2.4374, 1.7894], [-1.7559, 1.2642, 1.0482], [-0.8767, 0.8420, 2.1699], [-1.1052, 2.7492, 0.2583], [-1.8066, 2.9934, -0.9368], [-1.4995, 4.0602, -1.7226], [-0.4114, 4.8943, -1.3815], [-0.0314, 5.9835, -2.1915], [1.0633, 6.7442, -1.8863], [1.8271, 6.4396, -0.7508], [1.4693, 5.4079, 0.0727], [0.3317, 4.6184, -0.2047], [-0.0602, 3.5417, 0.6534], [0.6850, 3.4595, 1.9327], [0.4627, 4.5015, 2.8930], [-0.5645, 5.4605, 2.7456], [-0.7453, 6.4488, 3.6770], [0.0725, 6.5248, 4.8145], [1.0830, 5.6206, 4.9805], [1.3116, 4.6070, 4.0280], [2.4066, 3.7278, 4.1584], [2.5960, 2.7369, 3.2467], [1.7114, 2.5800, 2.1617], [2.2542, 1.2439, 1.0809], [1.2277, 1.0109, 0.0276], [1.9503, -0.1520, 2.2393], [1.3769, -0.0598, 3.4957], [0.9761, -1.2118, 4.1520], [1.1055, -2.4652, 3.5661], [0.5674, -3.6892, 4.2322], [1.7599, -2.5571, 2.3357], [2.2039, -1.4128, 1.6854], [-6.3663, 4.9390, 3.9574], [-7.3035, 3.4524, 3.7830], [-7.1876, 4.5732, 2.4363], [-4.0318, 4.4317, 4.0481], [-2.0536, 3.2411, 3.1839], [-4.5425, 1.0337, 0.5193], [-6.5330, 2.1912, 1.4111], [-2.6165, 2.3247, -1.1944], [-2.0613, 4.2661, -2.6212], [-0.6193, 6.1972, -3.0695], [1.3525, 7.5753, -2.5127], [2.7068, 7.0242, -0.5248], [2.0694, 5.1889, 0.9444], [-1.2136, 5.4190, 1.8812], [-1.5198, 7.1886, 3.5365], [-0.0989, 7.2974, 5.5500], [1.7345, 5.6717, 5.8393], [3.0900, 3.8666, 4.9797], [3.4264, 2.0528, 3.3272], [1.2171, 0.8935, 3.9707], [0.5270, -1.1239, 5.1294], [0.0919, -3.4405, 5.1762], [1.3652, -4.4036, 4.4226], [-0.1615, -4.1709, 3.5827], [1.9602, -3.5279, 1.9041], [2.7927, -1.4993, 0.7793], [-3.5876, -0.5999, -5.7212], [-2.4579, -1.0228, -4.8406], [-1.1372, -0.9795, -5.2719], [-0.0781, -1.3068, -4.4420], [1.3058, -1.2976, -5.0154], [-0.3443, -1.6607, -3.0969], [0.7498, -1.8510, -2.1758], [0.6808, -2.1303, -0.9748], [-1.6887, -1.7858, -2.6726], [-2.0244, -2.2753, -1.3004], [-2.7119, -1.4674, -3.5474], [-3.2509, -0.3792, -6.7292], [-4.0538, 0.2939, -5.3079], [-4.3533, -1.3707, -5.7684], [-0.9289, -0.6869, -6.2903], [1.2801, -0.9775, -6.0542], [1.7345, -2.2987, -4.9841], [1.9629, -0.6245, -4.4696], [1.7525, -1.7327, -2.6082], [-1.4098, -3.1372, -1.0473], [-3.0732, -2.5496, -1.2272], [-1.8075, -1.4815, -0.5468], [-3.7351, -1.5730, -3.2207]], "forces_ev_per_a": [[-0.032, -0.451, 0.247], [-0.060, -0.006, 0.027], [0.055, -0.099, -0.076], [0.035, -0.066, -0.061], [0.191, 0.012, 0.076], [-0.009, -0.500, -0.377], [0.126, -0.095, -0.048], [-0.014, 0.108, 0.039], [-1.199, 1.747, 0.057], [0.370, -0.407, 0.622], [0.184, -0.111, -0.072], [-0.112, 0.188, -0.186], [-0.015, -0.148, 0.094], [0.189, -0.031, 0.262], [0.153, 0.160, -0.088], [-0.222, -0.056, -0.131], [0.089, -0.141, 0.234], [0.154, 0.205, -0.010], [-0.156, -0.089, -0.297], [-0.367, -0.200, -0.143], [0.274, -0.352, 0.136], [0.175, -0.110, 0.342], [-0.157, 0.214, 0.006], [-0.107, -0.114, -0.239], [0.192, -0.125, 0.126], [-0.107, 0.181, 0.040], [-0.202, 0.038, -0.307], [0.040, -0.238, -0.122], [0.063, 0.220, 0.176], [0.212, -0.017, -0.138], [-0.033, -0.011, 1.078], [-0.070, 0.116, -0.868], [0.345, 0.203, -0.074], [0.085, -0.003, 0.097], [0.047, -0.025, -0.121], [0.104, 0.157, -0.099], [0.067, -0.040, 0.013], [0.067, 0.168, 0.130], [0.322, 0.062, 0.083], [-0.009, 0.035, 0.041], [-0.048, 0.006, 0.051], [-0.029, 0.038, 0.000], [0.003, 0.103, 0.110], [0.104, 0.073, 0.087], [-0.058, -0.080, -0.078], [-0.091, -0.011, -0.060], [-0.108, -0.020, -0.161], [-0.061, 0.008, -0.096], [-0.086, 0.049, -0.166], [-0.035, 0.023, -0.078], [0.050, 0.039, 0.024], [0.034, 0.039, -0.007], [-0.013, -0.011, -0.012], [-0.101, -0.009, -0.041], [0.027, 0.049, 0.025], [0.070, 0.025, 0.125], [0.116, -0.053, 0.157], [0.215, -0.051, 0.137], [-0.117, 0.067, -0.036], [-0.107, -0.003, 0.097], [-0.064, -0.050, 0.061], [0.038, -0.112, 0.038], [-0.080, -0.094, 0.037], [-0.037, -0.049, -0.082], [-0.215, -0.006, -0.126], [-0.010, 0.004, -0.030], [0.197, -0.069, 0.186], [-0.055, -0.033, 0.042], [-0.137, 0.032, 0.225], [0.103, 0.028, 0.009], [-0.586, 0.103, -0.231], [0.436, -0.232, 0.139], [0.221, -0.129, -0.746], [0.058, 0.070, -0.024], [0.088, 0.084, 0.257], [0.149, -0.028, 0.018], [0.008, 0.024, -0.086], [-0.056, 0.074, -0.033], [-0.072, -0.071, -0.023], [0.034, 0.039, -0.122], [0.020, 0.010, 0.000], [0.110, -0.012, -0.006], [0.129, 0.046, -0.022], [0.024, -0.038, 0.022], [-0.125, 0.032, 0.127], [-0.096, 0.109, 0.025], [-0.339, -0.396, -0.300], [-0.167, 0.003, 0.095]], "total_charge": 1}

=====

Frontier orbital gap for the records above, in order: 0.2682 0.2894 Ha